1.
The following is a quantum chemistry calculation of the molecule C10H20Si2, from OMol25.

The geometry in XYZ format:
```
32
C10H20Si2 ωB97M-V with the def2-TZVPD basis set
Si 2.120 0.457 -0.122
Si -1.837 -0.529 -0.139
C -1.046 1.267 -0.017
C -1.432 -1.429 -1.800
C 2.374 -0.260 1.678
C -3.680 -0.373 0.338
C -1.757 2.436 0.172
C -2.601 3.342 0.186
C 3.606 1.588 -0.778
C 0.544 1.502 0.004
C -1.082 -1.516 1.356
C 1.855 -1.173 -1.036
H -3.786 0.031 1.370
H 4.484 1.137 -0.393
H 3.310 2.504 -0.382
H 1.016 -1.774 -0.747
H -1.359 -1.141 2.250
H 0.943 2.521 0.329
H 1.688 0.100 2.282
H 1.738 -1.121 -2.192
H 3.391 0.016 2.048
H -4.154 0.280 -0.444
H -3.256 4.144 -0.026
H 2.144 -1.415 1.683
H -0.789 -0.802 -2.327
H -0.991 -2.320 -1.558
H -1.217 -2.553 1.374
H 2.571 -1.938 -0.904
H 3.585 1.469 -1.781
H -2.369 -1.653 -2.302
H -4.068 -1.281 0.470
H 0.055 -1.515 1.410
```

Calculated values
Frontier orbital gap (alpha / beta) ... 0.28558 / 0.28560 hartree
Structure (SMILES) ... C#C/C(=C/[Si](C)(C)C)[Si](C)(C)C
2S+1 ... 1
Energy above the lowest of the compared OMol25 structures with the same formula, charge and spin ... 1.8793 eV
Lowest unoccupied orbital energy (alpha / beta) ... -0.33 / -0.33 eV
Max |F| ... 0.15161 hartree/bohr

Atomic charges from the Löwdin analysis, expressed in e, are listed below: number 1, Si, carries 0.576; number 2, Si, carries 0.651; number 3, C, carries -0.259; number 4, C, carries -0.154; number 5, C, carries -0.177; number 6, C, carries -0.179; number 7, C, carries -0.249; number 8, C, carries 0.129; number 9, C, carries -0.127; number 10, C, carries -0.087; number 11, C, carries -0.155; number 12, C, carries -0.214; number 13, H, carries 0.052; number 14, H, carries 0.016; number 15, H, carries -0.005; number 16, H, carries -0.015; number 17, H, carries -0.018; number 18, H, carries 0.056; number 19, H, carries -0.062; number 20, H, carries 0.068; number 21, H, carries 0.035; number 22, H, carries 0.051; number 23, H, carries 0.015; number 24, H, carries 0.066; number 25, H, carries -0.005; number 26, H, carries -0.015; number 27, H, carries 0.007; number 28, H, carries 0.007; number 29, H, carries -0.022; number 30, H, carries 0.032; number 31, H, carries -0.038; number 32, H, carries 0.018

---

2.
The following is a quantum chemistry calculation of the molecule C6H11N3, from OMol25.

The geometry in XYZ format:
```
20
C6H11N3 ωB97M-V with the def2-TZVPD basis set
N -2.250 1.946 -0.440
N -1.734 -0.198 -0.052
N 0.989 0.661 0.431
C 1.569 0.249 1.685
C 1.725 0.124 -0.703
C -1.021 2.230 0.004
C -2.139 -1.598 -0.080
C -0.004 1.466 0.331
C -2.660 0.685 -0.212
H -3.238 -1.799 0.038
H -1.825 -1.910 -1.057
H -1.528 -2.019 0.669
H 2.086 -0.689 1.541
H -3.722 0.371 -0.369
H 0.941 -0.491 -1.246
H 2.374 -0.588 -0.323
H 2.172 0.812 -1.413
H -0.778 3.356 -0.067
H 2.307 1.041 2.105
H 0.790 0.057 2.454
```

Calculated values
Frontier orbital gap ... 0.28763 hartree
2S+1 ... 1
Energy above the lowest of the compared OMol25 structures with the same formula, charge and spin ... 4.4582 eV
Lowest unoccupied orbital energy ... 0.59 eV
Max |F| ... 0.07064 hartree/bohr

Atomic charges from the Löwdin analysis, expressed in e, are listed below: number 1, N, carries -0.019; number 2, N, carries -0.061; number 3, N, carries -0.206; number 4, C, carries -0.049; number 5, C, carries -0.018; number 6, C, carries -0.226; number 7, C, carries -0.139; number 8, C, carries 0.010; number 9, C, carries -0.302; number 10, H, carries 0.083; number 11, H, carries 0.059; number 12, H, carries 0.043; number 13, H, carries 0.070; number 14, H, carries 0.122; number 15, H, carries 0.118; number 16, H, carries 0.046; number 17, H, carries 0.098; number 18, H, carries 0.141; number 19, H, carries 0.127; number 20, H, carries 0.103

---

3.
The following is a quantum chemistry calculation of a cluster of 2 separate species, C4H10OS in total, from OMol25.

The geometry in XYZ format:
```
16
C4H10OS ωB97M-V with the def2-TZVPD basis set
S 1.811 -0.122 0.127
O -2.212 -0.923 1.447
C -2.209 -0.682 0.087
C 1.011 1.424 0.373
C -2.010 0.548 -0.419
C 1.619 -0.441 -1.624
H -1.228 0.799 -1.123
H -2.662 -0.152 1.854
H 1.201 2.011 1.275
H -0.054 1.235 0.443
H 2.479 -1.032 -1.938
H -2.339 1.381 0.206
H -2.114 -1.609 -0.466
H 0.722 -1.026 -1.869
H 1.072 2.088 -0.505
H 1.570 0.456 -2.252
```

Calculated values
Frontier orbital gap ... 0.33720 hartree
Structure (SMILES) ... C=CO.CSC
2S+1 ... 1
Energy above the lowest of the compared OMol25 structures with the same formula, charge and spin ... 2.2665 eV
Lowest unoccupied orbital energy ... 0.88 eV
Max |F| ... 0.04577 hartree/bohr

Atomic charges from the Löwdin analysis, expressed in e, are listed below: number 1, S, carries 0.751; number 2, O, carries -0.023; number 3, C, carries -0.250; number 4, C, carries -0.474; number 5, C, carries -0.037; number 6, C, carries -0.444; number 7, H, carries 0.045; number 8, H, carries 0.110; number 9, H, carries 0.046; number 10, H, carries -0.032; number 11, H, carries 0.024; number 12, H, carries 0.060; number 13, H, carries 0.107; number 14, H, carries 0.026; number 15, H, carries 0.050; number 16, H, carries 0.041

---

4.
The following is a quantum chemistry calculation of a structure of composition C28H32NPPtSi2, from OMol25.

The geometry in XYZ format:
```
65
C28H32NPPtSi2 ωB97M-V with the def2-TZVPD basis set
Pt 0.273 -0.282 -0.102
P 1.970 0.866 -1.096
Si 1.009 -2.366 0.762
Si -1.088 -1.340 -1.703
N 1.177 1.926 1.666
C 0.143 2.627 -2.223
C 0.525 -3.502 -0.668
C 4.203 -0.796 -1.497
C 1.459 2.178 -2.259
C 3.094 -0.181 -2.070
C 4.610 -2.001 -3.539
C -0.086 -5.243 -2.784
C 4.958 -1.701 -2.230
C 0.642 4.278 -3.898
C -2.907 -1.532 -1.315
C -0.328 -3.073 -1.702
C 2.520 2.148 1.334
C -0.619 -3.962 -2.746
C 3.514 -1.381 -4.122
C 4.708 2.959 1.963
C 0.156 -2.979 2.305
C 0.755 -5.667 -1.762
C 2.764 -0.471 -3.393
C 3.380 2.731 2.267
C -1.028 -0.701 -3.462
C 1.956 3.826 -3.949
C 2.364 2.783 -3.132
C 4.362 2.037 -0.212
C 5.208 2.630 0.707
C 1.051 -4.801 -0.719
C 3.028 1.756 0.092
C 2.837 -2.626 1.076
C -0.264 3.679 -3.036
H 4.753 1.755 -1.182
H -1.675 -1.313 -4.100
H -1.379 0.334 -3.525
H 1.716 -5.145 0.069
H 0.434 -4.031 2.438
H 3.239 -1.606 -5.144
H -3.336 -2.216 -2.056
H 4.477 -0.574 -0.474
H -3.076 -1.955 -0.322
H 3.005 -3.577 1.597
H -1.291 4.021 -3.004
H 6.242 2.824 0.454
H 0.326 5.093 -4.537
H 3.382 -2.657 0.135
H -0.017 -0.749 -3.866
H 3.251 -1.826 1.698
H 0.475 -2.424 3.191
H -3.436 -0.578 -1.378
H -1.274 -3.650 -3.555
H 0.499 2.207 0.971
H 5.354 3.410 2.705
H -0.570 2.124 -1.576
H 3.388 2.434 -3.182
H -0.324 -5.908 -3.605
H 1.918 0.019 -3.857
H 5.816 -2.178 -1.772
H 0.916 2.257 2.581
H 2.986 3.019 3.236
H 5.195 -2.713 -4.108
H -0.932 -2.919 2.231
H 1.179 -6.664 -1.781
H 2.662 4.287 -4.628
```

Calculated values
Frontier orbital gap (alpha / beta) ... 0.21487 / 0.28084 hartree
2S+1 ... 3
Energy above the lowest of the compared OMol25 structures with the same formula, charge and spin ... 0.0000 eV
Lowest unoccupied orbital energy (alpha / beta) ... 0.24 / -0.78 eV
Max |F| ... 0.00980 hartree/bohr
⟨S²⟩ ... 2.007

Atomic charges from the Löwdin analysis, expressed in e, are listed below: number 1, Pt, carries 0.521; number 2, P, carries 0.874; number 3, Si, carries 0.375; number 4, Si, carries 0.347; number 5, N, carries 0.065; number 6, C, carries -0.117; number 7, C, carries -0.309; number 8, C, carries -0.115; number 9, C, carries -0.348; number 10, C, carries -0.347; number 11, C, carries -0.077; number 12, C, carries -0.096; number 13, C, carries -0.072; number 14, C, carries -0.081; number 15, C, carries -0.230; number 16, C, carries -0.306; number 17, C, carries -0.323; number 18, C, carries -0.104; number 19, C, carries -0.066; number 20, C, carries -0.081; number 21, C, carries -0.230; number 22, C, carries -0.095; number 23, C, carries -0.092; number 24, C, carries -0.036; number 25, C, carries -0.216; number 26, C, carries -0.074; number 27, C, carries -0.084; number 28, C, carries -0.101; number 29, C, carries -0.084; number 30, C, carries -0.104; number 31, C, carries -0.285; number 32, C, carries -0.226; number 33, C, carries -0.077; number 34, H, carries 0.100; number 35, H, carries 0.028; number 36, H, carries 0.019; number 37, H, carries 0.096; number 38, H, carries 0.030; number 39, H, carries 0.107; number 40, H, carries 0.029; number 41, H, carries 0.103; number 42, H, carries 0.020; number 43, H, carries 0.029; number 44, H, carries 0.105; number 45, H, carries 0.103; number 46, H, carries 0.104; number 47, H, carries 0.003; number 48, H, carries 0.002; number 49, H, carries 0.025; number 50, H, carries 0.022; number 51, H, carries 0.020; number 52, H, carries 0.093; number 53, H, carries 0.058; number 54, H, carries 0.105; number 55, H, carries 0.064; number 56, H, carries 0.106; number 57, H, carries 0.097; number 58, H, carries 0.090; number 59, H, carries 0.108; number 60, H, carries 0.091; number 61, H, carries 0.110; number 62, H, carries 0.104; number 63, H, carries 0.020; number 64, H, carries 0.097; number 65, H, carries 0.105

---

5.
The following is a quantum chemistry calculation of the molecule C21H24FN3O3, from OMol25.

The geometry in XYZ format:
```
52
C21H24FN3O3 ωB97M-V with the def2-TZVPD basis set
F 0.743 -3.609 4.149
O 0.493 0.086 1.611
O 0.717 -0.790 -0.441
O 1.426 2.520 -0.288
N 0.414 1.847 -3.554
N 2.907 0.655 -3.640
N -0.708 2.067 -0.848
C -1.859 -0.061 -1.158
C 2.215 0.861 -4.756
C -2.073 -1.431 4.716
C 0.617 2.108 -1.108
C -0.312 -2.800 3.908
C -0.677 -2.554 2.599
C 1.113 1.642 -2.438
C -0.988 -2.247 4.980
C 2.834 0.438 -6.046
C -1.488 -0.167 0.332
C -1.162 2.324 0.505
C -2.456 -1.174 3.411
C -1.759 -1.722 2.340
C 2.552 -1.240 1.949
C 2.370 1.040 -2.498
C -1.933 1.111 1.053
C 0.956 1.460 -4.694
C -2.159 -1.429 0.924
C 0.035 -0.328 0.440
C -1.704 1.390 -1.644
C 1.914 0.132 1.798
H 3.618 -1.116 2.115
H 0.367 1.641 -5.584
H -0.277 2.532 1.109
H -0.121 -3.009 1.794
H -1.752 1.022 2.123
H 2.126 -1.771 2.796
H -1.191 -0.715 -1.722
H -0.670 -2.463 5.987
H -1.425 1.428 -2.695
H 2.405 -1.826 1.046
H -2.642 1.938 -1.515
H 2.350 0.668 0.950
H -1.894 -2.276 0.288
H -3.006 1.236 0.894
H -3.316 -0.548 3.222
H 3.809 0.001 -5.852
H -1.800 3.215 0.505
H 2.042 0.726 2.705
H -2.884 -0.395 -1.318
H -3.241 -1.287 0.874
H -2.624 -0.994 5.534
H 2.948 0.866 -1.603
H 2.947 1.294 -6.709
H 2.202 -0.294 -6.545
```

Calculated values
Frontier orbital gap ... 0.35715 hartree
Structure (SMILES) ... CCOC(=O)C1(Cc2cccc(F)c2)CCN(C(=O)c2cnc(C)cn2)CC1
2S+1 ... 1
Energy above the lowest of the compared OMol25 structures with the same formula, charge and spin ... 0.8970 eV
Lowest unoccupied orbital energy ... 0.50 eV
Max |F| ... 0.01307 hartree/bohr

Atomic charges from the Löwdin analysis, expressed in e, are listed below: number 1, F, carries 0.054; number 2, O, carries 0.010; number 3, O, carries 0.124; number 4, O, carries 0.062; number 5, N, carries 0.121; number 6, N, carries 0.135; number 7, N, carries -0.036; number 8, C, carries -0.083; number 9, C, carries -0.313; number 10, C, carries -0.067; number 11, C, carries -0.406; number 12, C, carries -0.271; number 13, C, carries 0.031; number 14, C, carries -0.160; number 15, C, carries -0.011; number 16, C, carries -0.037; number 17, C, carries -0.332; number 18, C, carries -0.108; number 19, C, carries -0.049; number 20, C, carries -0.216; number 21, C, carries -0.050; number 22, C, carries -0.043; number 23, C, carries -0.089; number 24, C, carries -0.070; number 25, C, carries -0.069; number 26, C, carries -0.462; number 27, C, carries -0.121; number 28, C, carries -0.179; number 29, H, carries 0.082; number 30, H, carries 0.118; number 31, H, carries 0.122; number 32, H, carries 0.135; number 33, H, carries 0.114; number 34, H, carries 0.061; number 35, H, carries 0.120; number 36, H, carries 0.116; number 37, H, carries 0.099; number 38, H, carries 0.074; number 39, H, carries 0.130; number 40, H, carries 0.106; number 41, H, carries 0.136; number 42, H, carries 0.128; number 43, H, carries 0.114; number 44, H, carries 0.078; number 45, H, carries 0.131; number 46, H, carries 0.131; number 47, H, carries 0.123; number 48, H, carries 0.130; number 49, H, carries 0.106; number 50, H, carries 0.120; number 51, H, carries 0.081; number 52, H, carries 0.081

---

6.
The following is a quantum chemistry calculation of a structure of composition C3H4O2Ru, from OMol25.

The geometry in XYZ format:
```
10
C3H4O2Ru ωB97M-V with the def2-TZVPD basis set
Ru -0.981 0.195 0.854
O -1.570 1.948 -0.490
O 0.420 1.207 -0.525
C -0.339 1.971 -1.176
C 1.294 -1.361 0.141
C -0.033 -1.563 0.333
H 1.950 -2.071 -0.380
H 1.607 -0.537 1.062
H -2.117 2.713 -0.694
H -0.231 -2.502 0.875
```

Calculated values
Frontier orbital gap (alpha / beta) ... 0.28967 / 0.20684 hartree
2S+1 ... 6
Energy above the lowest of the compared OMol25 structures with the same formula, charge and spin ... 2.6624 eV
Lowest unoccupied orbital energy (alpha / beta) ... -5.27 / -7.39 eV
Max |F| ... 0.07512 hartree/bohr
Total charge ... +1
⟨S²⟩ ... 8.779

Atomic charges from the Löwdin analysis, expressed in e, are listed below: number 1, Ru, carries 1.271; number 2, O, carries -0.150; number 3, O, carries -0.197; number 4, C, carries -0.174; number 5, C, carries 0.006; number 6, C, carries -0.218; number 7, H, carries 0.100; number 8, H, carries 0.173; number 9, H, carries 0.110; number 10, H, carries 0.078